Entry 1:
Molecular formula: C7H7NO2
Method: DFT, ωB97M-V/def2-TZVPD

Calculated values
LUMO energy (spin up / spin down) (eV): 0.091 / -0.110
HOMO-LUMO gap (spin up / spin down) (eV): 7.73 / 7.88
M (g mol⁻¹): 137.1

Cartesian coordinates (Å):
C (-0.15042, 2.56581, 1.91287)
C (-0.72393, 2.06937, -0.55069)
C (0.42534, 2.68253, -0.72822)
C (1.35721, -0.00935, 0.17523)
C (0.11949, 2.18937, 0.63463)
C (-1.01188, -2.17465, -0.38908)
C (0.46075, -2.20296, -0.08876)
N (-0.26994, 2.80355, 3.05909)
O (1.93865, 0.22872, -0.81860)
O (0.73736, -0.99085, 0.75624)
H (-1.51681, 1.44492, -0.84780)
H (1.25683, 3.05935, -1.30206)
H (-1.45077, -1.35468, -0.93734)
H (-1.26642, -3.17347, -0.88075)
H (-1.75266, -2.08644, 0.47020)
H (1.03155, -2.10149, -1.01104)
H (0.81562, -2.94975, 0.54607)

***

Entry 2:
Molecular formula: C2H5BrO
Method: DFT, ωB97M-V/def2-TZVPD

Calculated values
⟨S²⟩: 2.004
LUMO energy (spin up / spin down) (eV): 0.601 / -0.276
HOMO-LUMO gap (spin up / spin down) (eV): 7.30 / 10.41
2S+1: 3
M (g mol⁻¹): 125.0

Cartesian coordinates (Å):
C (-2.17681, -0.92085, -0.06912)
C (1.45525, 1.26461, 0.02441)
O (-1.42461, -1.93764, 0.03952)
Br (1.71550, -0.61773, 0.01284)
H (-3.32427, -1.18000, -0.01488)
H (0.34880, 1.59723, 0.17218)
H (2.19653, 1.82557, 0.74338)
H (1.70414, 1.75759, -1.04779)
H (-0.49453, -1.78877, 0.13945)

***

Entry 3:
Molecular formula: C17H29F9N5O2S
Method: DFT, ωB97M-V/def2-TZVPD

Calculated values
Total charge: +1
LUMO energy (eV): -3.881
HOMO-LUMO gap (eV): 8.90
M (g mol⁻¹): 538.5

Cartesian coordinates (Å):
C (-4.65182, -2.62011, -1.59594)
C (-4.46745, -2.62526, -0.08927)
O (-4.92351, -1.74666, 0.55897)
O (-3.82490, -3.63095, 0.55260)
C (-2.44740, -3.77662, 0.13734)
C (-1.50505, -3.64757, 1.34673)
C (-0.26141, -2.80004, 0.90087)
C (-0.60480, -1.33539, 1.20115)
N (-1.72016, -0.81369, 0.32552)
C (-2.19410, 0.25716, 1.09384)
N (-3.31775, 0.20240, 1.71392)
N (-1.41625, 1.40822, 1.12209)
N (-1.62518, 2.26205, -0.00953)
C (0.04486, 1.19578, 1.38593)
C (0.54443, -0.31632, 1.38034)
C (1.84846, -0.46266, 0.54708)
C (1.85612, -1.15704, -0.81856)
C (0.94510, -0.55844, -1.92014)
F (-0.10069, -1.42378, -2.07113)
F (0.54998, 0.65428, -1.53327)
C (1.70645, -0.55934, -3.26159)
F (2.65105, 0.35654, -3.17128)
F (2.34189, -1.68049, -3.46678)
S (0.70095, -0.20094, -4.81762)
F (1.89799, -0.75184, -5.70574)
F (0.06820, -1.64313, -4.80976)
F (-0.49532, 0.43243, -3.99053)
F (1.34718, 1.24796, -4.93303)
F (-0.10244, 0.10799, -6.13702)
H (-5.66589, -2.38367, -1.89740)
H (-3.93286, -1.89512, -1.99303)
H (-4.31279, -3.58797, -1.98053)
H (-2.32832, -4.75143, -0.34945)
H (-2.23966, -3.02688, -0.62991)
H (-1.15445, -4.65650, 1.57004)
H (-2.01417, -3.20564, 2.20299)
H (0.61104, -3.13798, 1.46345)
H (-0.15471, -3.00447, -0.16287)
H (-1.09152, -1.37894, 2.18716)
H (-1.32584, -0.34629, -0.49305)
H (-3.79308, 1.08323, 1.88874)
H (-3.74039, -0.63666, 2.10272)
H (-2.37754, 2.90175, 0.22064)
H (-1.85667, 1.74018, -0.85375)
H (0.27226, 1.66299, 2.33549)
H (0.57458, 1.80224, 0.65553)
H (0.84679, -0.45518, 2.42086)
H (2.59413, -0.97990, 1.15753)
H (2.28292, 0.52307, 0.41432)
H (2.88199, -1.07353, -1.19425)
H (1.67987, -2.23166, -0.81609)
C (3.62710, 4.85572, 1.07895)
C (3.27127, 4.97291, 2.55738)
C (3.69279, 3.74455, 3.37241)
C (3.01814, 2.53812, 2.87061)
N (2.48853, 1.60555, 2.47992)
H (3.10792, 4.01944, 0.60570)
H (3.33714, 5.76070, 0.54565)
H (4.70092, 4.71296, 0.94367)
H (2.19409, 5.12632, 2.65492)
H (3.75903, 5.85507, 2.97414)
H (3.43153, 3.87821, 4.42244)
H (4.77142, 3.59426, 3.30991)

***

Entry 4:
Molecular formula: C24H43N2OP2Re
Method: DFT, ωB97M-V/def2-TZVPD

Calculated values
⟨S²⟩: 3.815
Total charge: +3
LUMO energy (spin up / spin down) (eV): -10.017 / -13.115
HOMO-LUMO gap (spin up / spin down) (eV): 7.93 / 5.19
2S+1: 4
M (g mol⁻¹): 623.8

Cartesian coordinates (Å):
Re (-0.30172, -0.73088, 0.03345)
P (-0.90937, -0.96208, -2.16225)
P (0.36891, -1.18403, 2.17536)
N (-0.41463, -2.95999, -0.05857)
C (-1.35119, -2.76552, -2.38596)
H (-2.40174, -2.83830, -2.81034)
H (-0.68885, -3.26153, -3.10175)
C (-1.33749, -3.53893, -1.06002)
H (-2.37979, -3.59708, -0.61712)
H (-1.03687, -4.60447, -1.29084)
C (-0.66000, -3.65956, 1.20091)
H (-0.30933, -4.73601, 1.13273)
H (-1.77590, -3.70780, 1.40254)
C (0.07173, -3.01742, 2.40059)
H (1.00398, -3.56001, 2.58880)
H (-0.57691, -3.17418, 3.31768)
C (-0.61973, -0.42749, 3.57932)
C (-0.74542, 1.09220, 3.43748)
H (-1.38859, 1.47957, 4.23989)
H (-1.20582, 1.36989, 2.47643)
H (0.22822, 1.58846, 3.50663)
C (2.17486, -0.93886, 2.58373)
C (2.56827, 0.52756, 2.77451)
H (3.66785, 0.60427, 2.78518)
H (2.22665, 0.90033, 3.74913)
H (2.17378, 1.18089, 1.98026)
C (0.40518, -0.63495, -3.44657)
C (0.68584, 0.85275, -3.66149)
H (1.61367, 0.96861, -4.24209)
H (0.79271, 1.40172, -2.71191)
H (-0.11533, 1.32212, -4.24900)
C (-2.47111, -0.09771, -2.74500)
C (-2.46413, 1.39838, -2.41977)
H (-3.42419, 1.84203, -2.71976)
H (-1.65802, 1.92273, -2.94225)
H (-2.33825, 1.57187, -1.33950)
C (-2.12097, -0.21534, 0.58595)
O (-3.19920, -0.04696, 0.91525)
C (2.70721, -1.83917, 3.70114)
H (2.24959, -1.56672, 4.67052)
H (2.49747, -2.91145, 3.51820)
H (3.77809, -1.71295, 3.79454)
C (0.22927, -1.40191, -4.75952)
H (1.09122, -1.25007, -5.39654)
H (0.10434, -2.49031, -4.59800)
H (-0.66760, -1.04671, -5.30292)
C (-2.86973, -0.35345, -4.20615)
H (-3.89360, 0.01460, -4.36167)
H (-2.21342, 0.17959, -4.90896)
H (-2.87873, -1.42425, -4.46016)
C (-0.18046, -0.82994, 4.99519)
H (0.76223, -0.34454, 5.28892)
H (-0.95250, -0.50357, 5.70552)
H (-0.08834, -1.92064, 5.11408)
H (-1.62162, -0.85653, 3.41163)
H (-3.23986, -0.56728, -2.11066)
H (2.66945, -1.26632, 1.64990)
H (1.30829, -1.04828, -2.95595)
H (0.72853, -2.74087, -0.23220)
H (1.35428, -1.84485, -0.70023)
N (0.50764, 0.92083, -0.12494)
C (0.99701, 2.03471, -0.20748)
C (1.20547, 3.40877, -0.13683)
C (2.49096, 3.96641, -0.28141)
C (2.68912, 5.35105, -0.19957)
C (1.56431, 6.20251, 0.02654)
C (0.27984, 5.64291, 0.17444)
C (0.10331, 4.27395, 0.09609)
H (3.32636, 3.31919, -0.45263)
H (3.66633, 5.79175, -0.30790)
H (1.70321, 7.29137, 0.08427)
H (-0.59407, 6.32298, 0.35096)
H (-0.90074, 3.83488, 0.22016)

***

Entry 5:
Molecular formula: C34H25Cl5NO4PV
Method: DFT, ωB97M-V/def2-TZVPD

Calculated values
⟨S²⟩: 3.822
LUMO energy (spin up / spin down) (eV): -0.782 / -1.212
HOMO-LUMO gap (spin up / spin down) (eV): 5.74 / 7.15
2S+1: 4
M (g mol⁻¹): 770.8

Cartesian coordinates (Å):
V (-1.93303, -1.45657, -0.45199)
O (-4.19142, -1.21429, 2.49748)
C (-4.26370, -0.73676, 1.41132)
O (-3.33922, -1.00963, 0.42605)
C (-5.34556, 0.23863, 0.99644)
P (-4.89591, 1.83051, 0.09295)
C (-3.20437, 2.14272, 0.74327)
C (-3.11852, 2.41725, 2.10990)
C (-1.90866, 2.76981, 2.69203)
C (-0.76065, 2.85743, 1.91467)
C (-0.83402, 2.59049, 0.55689)
C (-2.04612, 2.23117, -0.02891)
C (-4.57547, 1.33178, -1.64219)
C (-4.81908, 0.07771, -2.19512)
C (-4.68086, -0.13505, -3.56440)
C (-4.29938, 0.90083, -4.40009)
C (-4.05000, 2.15907, -3.86370)
C (-4.20303, 2.37281, -2.50273)
H (-5.86846, 0.52451, 1.90167)
H (-6.05538, -0.28170, 0.35155)
H (-4.01221, 2.36492, 2.72616)
H (-1.86616, 2.98751, 3.75270)
H (0.18544, 3.13402, 2.36522)
H (0.05534, 2.68488, -0.05528)
H (-2.09019, 2.06647, -1.09549)
H (-5.12630, -0.75080, -1.57674)
H (-4.88146, -1.11883, -3.97069)
H (-4.20957, 0.73302, -5.46659)
H (-3.75138, 2.97564, -4.50930)
H (-4.04205, 3.36640, -2.09605)
Cl (-0.64609, -0.23130, 4.81659)
C (-0.43986, -1.38086, 3.54264)
C (-1.01113, -1.25039, 2.30778)
C (-0.96844, -2.09328, 1.25562)
Cl (-2.79743, -3.15516, -1.52610)
C (-0.21236, -3.27019, 1.47021)
Cl (-0.06566, -4.51405, 0.28542)
C (0.44332, -3.46085, 2.69552)
Cl (1.40350, -4.87447, 2.94181)
C (0.33625, -2.52202, 3.72689)
Cl (1.17006, -2.77247, 5.21427)
C (6.33041, 2.74136, -0.34145)
O (5.00423, 2.24776, -0.20428)
C (4.83025, 1.16834, 0.60450)
C (5.81630, 0.61673, 1.41001)
C (5.53247, -0.50764, 2.18187)
C (4.26689, -1.07022, 2.15701)
C (3.27957, -0.50604, 1.35608)
C (3.55604, 0.60372, 0.57039)
N (2.56265, 1.18525, -0.25799)
C (1.61973, 0.46852, -0.97064)
C (1.82917, -0.81364, -1.55730)
C (3.09481, -1.32814, -1.92538)
C (3.20029, -2.49397, -2.65259)
C (2.05218, -3.20166, -3.02906)
C (0.81068, -2.75551, -2.61651)
C (0.71423, -1.60715, -1.85260)
O (-0.49876, -1.27217, -1.26978)
H (6.70099, 3.16001, 0.59780)
H (6.28751, 3.52597, -1.08987)
H (7.00914, 1.95453, -0.67905)
H (6.80961, 1.04607, 1.43760)
H (6.31255, -0.93892, 2.80076)
H (4.04034, -1.94112, 2.76223)
H (2.28060, -0.92865, 1.32641)
H (2.61617, 2.17965, -0.38312)
H (0.66021, 0.94895, -1.10730)
H (3.98285, -0.75555, -1.68845)
H (4.17894, -2.85418, -2.94986)
H (2.13401, -4.10464, -3.62443)
H (-0.09483, -3.29657, -2.85473)

***

Entry 6:
Molecular formula: C20H39Cl12N3O2Pd
Method: DFT, ωB97M-V/def2-TZVPD

Calculated values
⟨S²⟩: 2.007
Total charge: +2
LUMO energy (spin up / spin down) (eV): -8.473 / -9.860
HOMO-LUMO gap (spin up / spin down) (eV): 4.10 / 2.71
2S+1: 3
M (g mol⁻¹): 885.4

Cartesian coordinates (Å):
C (18.54055, -3.78246, -6.94730)
C (19.17040, -5.13970, -7.27625)
N (20.52738, -5.29644, -6.72701)
C (20.86084, -5.54463, -5.41346)
C (22.20021, -5.78035, -5.35554)
N (22.69780, -5.50590, -6.60293)
C (21.67400, -5.18263, -7.40053)
C (24.09354, -5.63496, -6.99945)
H (17.45732, -3.86030, -6.96550)
H (18.86535, -2.98944, -7.61719)
H (18.86312, -3.50793, -5.94068)
H (19.17031, -5.32529, -8.34761)
H (18.60875, -5.94099, -6.79426)
H (20.11420, -5.71421, -4.65528)
H (22.82428, -6.07277, -4.52853)
H (21.79644, -4.80537, -8.40342)
H (24.13260, -5.57051, -8.08714)
H (24.46853, -6.61445, -6.71290)
H (24.77094, -4.86154, -6.64306)
Pd (20.70535, -9.44707, -4.58618)
C (17.31350, -6.96415, -2.66474)
C (17.92707, -8.06217, -3.51422)
O (19.26397, -7.94950, -3.77444)
H (17.48954, -5.98290, -3.10060)
H (17.63995, -7.04171, -1.62588)
H (16.24329, -7.16564, -2.59431)
H (17.41015, -8.08419, -4.49952)
H (17.66864, -9.03843, -3.06896)
Cl (14.51174, -11.29025, -3.57141)
C (15.91278, -11.53130, -4.62484)
C (16.95342, -12.48402, -4.02966)
Cl (16.21783, -14.07144, -3.67965)
H (16.40677, -10.57582, -4.82262)
H (15.56323, -11.94152, -5.56996)
H (17.36952, -12.06801, -3.11397)
H (17.68584, -12.64345, -4.82150)
Cl (23.42036, -6.11648, -0.05887)
C (22.07774, -5.52569, -1.03482)
C (20.87084, -6.45636, -0.81545)
Cl (20.46839, -6.82177, 0.86360)
H (22.46179, -5.54522, -2.05510)
H (21.87450, -4.48537, -0.79124)
H (20.98631, -7.40531, -1.33849)
H (19.97018, -5.96933, -1.19710)
Cl (16.84740, -11.83641, 0.29288)
C (16.60024, -10.10661, -0.08071)
C (17.49429, -9.21017, 0.76759)
Cl (17.25637, -9.51467, 2.48466)
H (15.53058, -9.95836, 0.04612)
H (16.81874, -9.92508, -1.13736)
H (17.26090, -8.15835, 0.59664)
H (18.51824, -9.38424, 0.43598)
Cl (15.93282, -6.79760, -6.97809)
C (16.20941, -8.41439, -7.72742)
C (14.93473, -9.14646, -8.05961)
Cl (13.85684, -9.42019, -6.67011)
H (16.88106, -8.97284, -7.07090)
H (16.82882, -8.29732, -8.61932)
H (15.20854, -10.14776, -8.39179)
H (14.37807, -8.65485, -8.85212)
C (11.31608, -6.52381, -2.31025)
O (10.88260, -7.17231, -1.38532)
N (12.25089, -7.01788, -3.17231)
C (12.80148, -6.17869, -4.18614)
C (12.92309, -8.27433, -2.85128)
H (11.04703, -5.50444, -2.62559)
H (12.04034, -5.50227, -4.57015)
H (13.18847, -6.73017, -5.05108)
H (13.73791, -5.63878, -3.96525)
H (13.94778, -8.02510, -2.56376)
H (12.33749, -8.78574, -2.09484)
H (12.93591, -8.93377, -3.71822)
C (14.43761, -4.68940, 0.19795)
Cl (14.27968, -2.93129, 0.22829)
Cl (14.65442, -5.17410, -1.48843)
Cl (15.86286, -5.22665, 1.12003)
Cl (12.99254, -5.41291, 0.90039)

***

Entry 7:
Molecular formula: C26H20BrN3O5Sm
Method: DFT, ωB97M-V/def2-TZVPD

Calculated values
⟨S²⟩: 8.758
Total charge: +1
LUMO energy (spin up / spin down) (eV): -4.071 / -4.063
HOMO-LUMO gap (spin up / spin down) (eV): 7.68 / 7.69
2S+1: 6
M (g mol⁻¹): 684.7

Cartesian coordinates (Å):
Sm (0.33811, 0.19902, 0.06363)
O (-0.32203, 0.63161, -6.21437)
C (-0.23868, 0.56874, -4.88055)
C (-1.36276, 0.45718, -4.05430)
C (-1.15341, 0.40734, -2.69792)
N (0.07491, 0.46040, -2.18782)
C (1.15894, 0.53454, -2.96719)
C (1.05021, 0.59803, -4.33059)
C (2.47134, 0.47318, -2.19048)
O (3.51786, 0.65039, -2.75705)
O (2.27299, 0.21633, -0.91738)
C (-2.24784, 0.21335, -1.65158)
O (-3.38317, 0.03127, -1.99983)
O (-1.76571, 0.23134, -0.42447)
H (-1.24228, 0.60571, -6.50874)
H (-2.37167, 0.39550, -4.44517)
H (1.92834, 0.65820, -4.95943)
C (-1.84653, 3.14528, 1.67782)
C (-0.59708, 3.02866, 0.84831)
C (-0.64283, 3.18261, -0.53470)
C (0.52534, 3.23823, -1.28880)
C (1.76455, 3.10166, -0.68155)
C (1.82847, 2.89940, 0.69068)
C (0.65972, 2.87030, 1.44689)
H (-1.92401, 4.15759, 2.07863)
H (-1.84548, 2.45727, 2.52503)
H (-2.73653, 2.94519, 1.08282)
H (-1.60345, 3.32570, -1.01491)
H (0.46449, 3.41939, -2.35491)
H (2.67483, 3.17255, -1.26246)
H (2.78953, 2.82559, 1.18211)
H (0.73423, 2.84128, 2.52746)
Br (-0.66604, 0.40455, 7.63894)
C (-0.40745, -0.23258, 5.89084)
C (-0.16750, -1.58265, 5.67990)
C (0.01891, -2.06058, 4.39332)
C (-0.04484, -1.18903, 3.31448)
C (-0.25735, 0.15991, 3.54820)
C (-0.44763, 0.65204, 4.82622)
N (0.11878, -1.57510, 1.94716)
C (0.00549, -2.78719, 1.59680)
C (0.18554, -3.22489, 0.20313)
C (0.12982, -4.57243, -0.08671)
C (0.32243, -4.98555, -1.39859)
C (0.55777, -4.02750, -2.36213)
C (0.58676, -2.69181, -1.98453)
N (0.40571, -2.28554, -0.73234)
H (-0.11799, -2.25914, 6.52156)
H (0.23265, -3.11306, 4.25916)
H (-0.27830, 0.83875, 2.70802)
H (-0.62656, 1.70459, 5.00036)
H (-0.24574, -3.57258, 2.30892)
H (-0.05542, -5.28757, 0.70456)
H (0.29067, -6.03591, -1.65538)
H (0.71981, -4.29446, -3.39716)
H (0.77007, -1.92509, -2.72388)

***

Entry 8:
Molecular formula: C15H22O
Method: DFT, ωB97M-V/def2-TZVPD

Calculated values
LUMO energy (eV): 0.732
HOMO-LUMO gap (eV): 9.62
M (g mol⁻¹): 218.3
SMILES string: CCCCC/C(C=O)=C\[C@@H]1C[C@H]2C=C[C@@H]1C2

Cartesian coordinates (Å):
C (1.96739, 0.30525, -3.97178)
C (1.28307, -0.98514, -3.57020)
C (0.81983, -1.02704, -2.10738)
C (0.43206, -2.40523, -1.51051)
C (-0.33712, -2.39463, -0.17592)
C (0.30903, -1.76389, 1.06427)
C (1.56761, -2.46874, 1.48846)
O (1.54480, -3.62345, 1.63243)
C (-0.06613, -0.71080, 1.78710)
C (-1.03876, 0.31015, 1.50254)
C (-0.46430, 1.43005, 0.56812)
C (-0.83946, 2.76448, 1.39929)
C (-2.34037, 2.88482, 1.44606)
C (-2.69691, 1.87610, 2.29715)
C (-1.45260, 1.24226, 2.65962)
C (-0.46474, 2.37324, 2.82886)
H (2.80561, 0.21545, -4.70867)
H (2.13607, 0.95250, -3.08002)
H (1.34564, 1.07011, -4.44646)
H (0.47730, -1.19732, -4.27832)
H (2.01257, -1.85361, -3.75169)
H (1.56845, -0.59148, -1.44277)
H (-0.03400, -0.45064, -1.99551)
H (1.40944, -2.94521, -1.25496)
H (-0.20721, -2.96872, -2.22637)
H (-1.27308, -1.76635, -0.41740)
H (-0.46856, -3.43889, 0.06984)
H (2.32613, -1.75442, 1.96047)
H (0.58235, -0.41236, 2.57163)
H (-1.92631, -0.12956, 1.00961)
H (-1.05691, 1.50569, -0.43461)
H (0.64564, 1.29483, 0.40872)
H (-0.23890, 3.70214, 0.97777)
H (-2.96555, 3.59235, 0.98258)
H (-3.58361, 1.57065, 2.70977)
H (-1.63917, 0.61661, 3.55165)
H (-0.72360, 3.06032, 3.61415)
H (0.58425, 2.12046, 2.84247)

***

- Among the records above, which one has the lowest M?
  C2H5BrO